[1]
Molecular formula: C13H19N5O3
Method: DFT, the ωB97M-V functional and the def2-TZVPD basis

Summary:
LUMO (eV): 0.409
Strongest force on any atom (eV/Å): 1.4
HOMO-LUMO gap (eV): 8.1

Last column: Löwdin charge in e.
Positions of all 40 atoms, in Å:
C (0.51, -1.02, -0.44)  -0.6377
O (0.41, -0.12, -1.26)  0.0172
N (1.12, -2.21, -0.71)  0.1681
N (0.19, -0.85, 0.88)  0.1627
H (1.62, -2.35, -1.57)  0.1087
H (1.21, -2.92, -0.01)  0.0638
H (-0.28, 0.00, 1.12)  0.0963
H (0.30, -1.61, 1.53)  0.0254
C (-1.95, 3.20, -3.68)  -0.0308
C (-0.93, 2.54, -2.99)  -0.0112
C (0.31, 2.45, -3.61)  -0.3246
C (0.52, 2.99, -4.88)  -0.0159
C (-0.48, 3.74, -5.49)  -0.0155
C (-1.71, 3.86, -4.86)  -0.3367
O (-2.68, 4.62, -5.51)  0.0103
O (1.34, 1.72, -3.08)  0.0220
H (-2.94, 3.17, -3.24)  0.1137
H (-1.11, 1.99, -2.08)  0.1049
H (1.49, 2.90, -5.35)  0.1144
H (-0.30, 4.22, -6.44)  0.1147
H (-3.47, 4.09, -5.66)  0.0965
H (0.97, 1.09, -2.45)  0.0387
C (-1.16, -0.55, 4.56)  -0.0739
C (-1.25, -1.97, 4.90)  -0.2605
N (-1.33, -3.09, 5.16)  0.1345
H (-2.11, -0.09, 4.84)  0.0879
H (-0.94, -0.41, 3.51)  0.0398
H (-0.40, -0.11, 5.21)  0.0734
C (2.97, 0.55, 2.28)  -0.0656
C (1.81, 1.10, 2.96)  -0.2697
N (0.88, 1.51, 3.49)  0.1418
H (3.84, 0.57, 2.93)  0.0846
H (3.22, 1.12, 1.39)  0.0902
H (2.81, -0.49, 2.00)  0.0700
C (-0.72, -5.28, 2.82)  -0.0675
C (0.22, -4.21, 2.59)  -0.2503
N (0.98, -3.36, 2.44)  0.1433
H (-0.22, -6.21, 3.09)  0.0913
H (-1.33, -5.54, 1.95)  0.0885
H (-1.39, -5.05, 3.63)  0.0574

---

[2]
Molecular formula: C13H19NO2
Method: DFT, the ωB97M-V functional and the def2-TZVPD basis

Summary:
LUMO (eV): 0.343
Strongest force on any atom (eV/Å): 18.6
HOMO-LUMO gap (eV): 8.4

Last column: Löwdin charge in e.
Positions of all 35 atoms, in Å:
C (2.77, 1.35, 0.27)  -0.1753
H (3.52, 2.00, 0.77)  0.0943
H (1.73, 1.59, 0.80)  0.1365
H (2.64, 1.88, -0.76)  0.1260
C (3.25, 0.12, 0.11)  -0.4997
C (4.52, -0.34, -0.68)  -0.0771
H (4.82, -1.49, -0.65)  0.1197
H (5.25, 0.31, -0.37)  0.0103
H (4.30, 0.10, -1.84)  0.1419
C (1.98, -0.82, -0.50)  -0.1518
N (0.68, -0.87, 0.15)  0.0022
H (0.49, -1.66, 0.45)  0.0043
C (-0.22, 0.16, -0.20)  -0.1374
C (-1.19, 0.64, 0.83)  -0.1954
C (-1.89, 1.89, 0.44)  0.0144
C (-2.58, 2.32, 1.54)  -0.0814
C (-2.50, 2.05, 2.95)  0.0123
C (-1.72, 0.88, 3.20)  -0.0620
C (-1.20, 0.33, 2.13)  -0.1000
H (-0.43, -0.67, 2.47)  0.1914
H (-1.70, 0.66, 4.09)  0.0256
H (-3.15, 2.31, 3.53)  0.0064
H (-3.34, 3.19, 1.18)  0.1444
H (-1.94, 1.94, -0.47)  0.0234
C (-1.46, -0.77, -1.29)  0.0346
C (-0.74, -1.45, -2.22)  -0.6161
O (-0.33, -0.84, -3.18)  0.0792
O (-0.41, -2.78, -2.12)  0.0486
H (0.27, -3.21, -2.77)  0.1840
H (-2.17, -0.30, -1.29)  -0.0492
H (-1.79, -1.70, -0.48)  0.1953
H (0.10, 0.85, -1.01)  0.1594
H (2.21, -1.93, -0.64)  0.1368
H (1.90, -0.40, -1.50)  0.0961
H (3.36, -0.47, 1.12)  0.1581